Here is C22H35Cl2N4O3V as an isolated structure at a distorted geometry from OMol25. Energies are from the ωB97M-V functional and the def2-TZVPD basis.

Results
- HOMO (spin up / spin down): -0.636 / -4.466 eV
- Spin multiplicity: 4
- DFT total energy: -3168.4161 hartree
- Energy relative to the best compared isomer or geometry (same formula, charge and spin): 69.6 kcal/mol
- Frontier orbital gap (spin up / spin down): 3.0 / 6.8 eV
- Net charge: -1
- Maximum force: 3.3 eV Å⁻¹

Positions of all 67 atoms, in Å:
O 2.9164 1.8736 -0.5858
C 2.1430 2.0637 -1.5305
C 1.3653 3.2815 -1.7700
C 0.7048 3.9243 -0.7027
H 0.3658 3.3674 0.1829
C 0.5342 5.3083 -0.8135
H 0.1883 5.8867 0.0441
C 0.9093 5.9511 -2.0080
H 0.8580 7.0408 -2.0737
C 1.2974 5.2342 -3.1550
H 1.5521 5.7385 -4.0929
C 1.4240 3.8555 -3.0615
H 1.6442 3.2173 -3.9189
H 1.9635 1.2216 -2.2298
C -0.0041 -0.5512 -3.1460
C -0.7601 0.2006 -2.1232
H 0.0449 -0.0059 -4.0959
H -0.4677 -1.5290 -3.3010
H 1.0349 -0.7783 -2.8762
C -1.6191 1.2766 -2.2797
C -2.6401 1.1978 -3.3691
H -1.4680 2.2355 -1.7941
H -2.4590 1.8500 -4.2293
H -3.6283 1.3296 -2.9400
H -2.6164 0.1950 -3.7747
V -1.6146 -0.2447 -0.5612
Cl -2.1392 1.6170 0.6431
Cl -2.9748 -1.7019 -1.7225
C -3.1366 -1.1923 1.4793
O -1.9460 -1.3989 1.1721
N -3.8072 -1.9864 2.3243
C -3.2273 -3.2426 2.7723
C -5.2332 -1.7934 2.4968
H -3.7204 -0.3311 1.1187
H -2.1490 -3.2646 2.5902
H -3.7120 -4.0787 2.2518
H -3.4250 -3.3266 3.8450
H -5.4896 -0.7852 2.1531
H -5.4861 -1.9043 3.5542
H -5.7974 -2.5233 1.9024
H 1.3313 -5.1381 -0.3976
H 3.9050 -4.2962 -0.4710
C 1.2278 -4.3668 -1.1716
C 3.5465 -3.4835 -1.1165
N 2.1280 -3.2591 -0.8931
H 0.1968 -4.0063 -1.1915
C 1.6343 -2.0370 -0.5998
O 0.4266 -1.8195 -0.3945
H 4.0882 -2.5624 -0.8945
H 2.4164 -1.2458 -0.5836
H 1.4917 -4.8180 -2.1380
H 3.7277 -3.7593 -2.1655
C 4.1124 0.3015 2.7301
C 2.6373 0.1936 2.7738
C 1.6998 0.1446 3.8107
C 0.4141 0.1703 3.1729
N 0.5571 0.1424 1.8333
N 1.9040 0.1941 1.6482
C -0.8907 0.2362 3.8450
H 4.4291 1.1891 3.2968
H 4.5901 -0.5710 3.1993
H 4.4730 0.4019 1.6946
H 1.9073 0.1683 4.8679
H 2.2866 0.2573 0.7085
H -1.3040 -0.7759 3.9454
H -0.7745 0.6613 4.8534
H -1.5869 0.8505 3.2620

And the Löwdin charges, in e, turn out to be: number 1, O, carries -0.12; number 2, C, carries -0.34; number 3, C, carries -0.26; number 4, C, carries -0.08; number 5, H, carries 0.09; number 6, C, carries -0.12; number 7, H, carries 0.09; number 8, C, carries -0.17; number 9, H, carries 0.07; number 10, C, carries -0.15; number 11, H, carries 0.08; number 12, C, carries -0.09; number 13, H, carries 0.10; number 14, H, carries 0.07; number 15, C, carries -0.12; number 16, C, carries -0.42; number 17, H, carries 0.08; number 18, H, carries 0.06; number 19, H, carries 0.05; number 20, C, carries -0.30; number 21, C, carries -0.12; number 22, H, carries 0.06; number 23, H, carries 0.07; number 24, H, carries 0.07; number 25, H, carries 0.04; number 26, V, carries 0.32; number 27, Cl, carries 0.13; number 28, Cl, carries 0.05; number 29, C, carries -0.38; number 30, O, carries -0.17; number 31, N, carries -0.18; number 32, C, carries -0.03; number 33, C, carries -0.05; number 34, H, carries 0.08; number 35, H, carries 0.09; number 36, H, carries 0.09; number 37, H, carries 0.09; number 38, H, carries 0.10; number 39, H, carries 0.09; number 40, H, carries 0.09; number 41, H, carries 0.09; number 42, H, carries 0.09; number 43, C, carries -0.04; number 44, C, carries -0.06; number 45, N, carries -0.19; number 46, H, carries 0.09; number 47, C, carries -0.28; number 48, O, carries -0.05; number 49, H, carries 0.09; number 50, H, carries 0.14; number 51, H, carries 0.09; number 52, H, carries 0.09; number 53, C, carries -0.04; number 54, C, carries -0.32; number 55, C, carries 0.00; number 56, C, carries -0.35; number 57, N, carries 0.09; number 58, N, carries 0.03; number 59, C, carries -0.06; number 60, H, carries 0.08; number 61, H, carries 0.07; number 62, H, carries 0.08; number 63, H, carries 0.09; number 64, H, carries 0.10; number 65, H, carries 0.07; number 66, H, carries 0.08; number 67, H, carries 0.04